The following is a DFT calculation (ωB97M-V/def2-TZVPD) of 2 unconnected molecules or ions with the total composition C4H9N2O2S in a non-equilibrium geometry.

Summary:
Charge: +1
Lowest unoccupied orbital energy (spin up / spin down) (eV): -4.36 / -6.46
HOMO-LUMO gap (spin up / spin down) (eV): 7.1248 / 5.8430
Highest occupied orbital energy (spin up / spin down) (eV): -11.5 / -12.3
Multiplicity: 3
Energy above the lowest of the compared OMol25 structures with the same formula, charge and spin (kJ/mol): 449.45

```
18
Properties=species:S:1:pos:R:3:forces:R:3:mulliken_spin:R:1
C -0.19183 0.69973 0.07226 -2.13 2.35 1.21 0.83
C 1.20133 -1.87896 -1.23414 -0.08 2.32 1.25 0.49
C 0.44913 2.04290 0.38769 0.38 -2.97 1.11 0.08
C -2.66489 1.03871 0.69566 1.86 2.38 3.29 0.05
N 2.16542 -2.04247 -0.40195 1.33 -2.21 1.18 0.07
N -1.44661 0.42067 0.19383 2.06 -3.03 -1.32 -0.09
O 2.64624 -0.95356 0.27054 1.12 0.49 1.51 0.02
O 2.66179 -3.11279 0.02568 -0.28 0.25 -0.83 0.25
S 0.76688 -2.54055 -2.65392 -0.92 -1.10 -0.57 0.25
H 0.80126 2.08904 1.42915 -0.55 -0.19 -0.08 0.00
H 1.33503 2.08197 -0.14513 1.94 0.07 -1.27 0.01
H -0.09833 2.87518 0.10655 -1.66 1.46 -0.40 0.03
H -2.79078 0.67042 1.73547 -0.25 -0.28 -0.72 0.00
H -2.53854 2.14484 0.91123 -0.15 -1.19 -1.03 0.00
H -3.44730 0.76825 0.07580 -1.58 -0.21 -1.14 0.00
H -1.62570 -0.59236 -0.07458 0.21 1.41 0.34 0.01
H 3.32564 -1.35061 0.94706 -1.70 0.57 -1.79 0.00
H -0.54875 -2.36041 -2.34118 0.38 -0.12 -0.73 0.00
```
Forces are in eV/Å.

=====

The following is a DFT calculation (ωB97M-V/def2-TZVPD) of a molecular structure, C4H9N2O4P in a non-equilibrium geometry.

Summary:
Lowest unoccupied orbital energy (eV): 0.64
HOMO-LUMO gap (eV): 10.6970
Highest occupied orbital energy (eV): -10.1
Energy above the lowest of the compared OMol25 structures with the same formula, charge and spin (kJ/mol): 292.71

```
20
Properties=species:S:1:pos:R:3:forces:R:3:lowdin_charge:R:1
C 0.52620 1.51323 -0.02465 3.69 -1.36 -1.81 -0.48
C 0.96050 0.03501 -1.33774 -2.10 -1.61 2.71 -0.04
C 1.87644 1.05603 -0.65022 -0.87 -0.95 1.37 -0.24
C -2.85041 -1.28955 0.91484 -2.06 -2.42 -0.17 -0.14
N -0.23090 0.67444 -0.57035 -2.08 -1.50 -0.83 0.10
N 2.83215 0.44585 0.26356 1.64 1.94 -1.55 0.06
O -3.06554 0.48903 -1.38871 0.16 -0.55 0.77 -0.26
O 0.36028 2.40288 0.82639 -1.16 2.99 2.28 0.18
O -2.29991 2.37069 0.16975 0.70 1.49 1.24 -0.25
O -2.49044 0.05577 1.10348 1.08 -0.31 0.66 -0.22
P -2.44041 0.96648 -0.15131 0.79 -0.39 -3.02 0.39
H 0.81456 0.22094 -2.32077 -0.28 0.39 -3.27 0.07
H 0.93919 -1.09675 -1.16911 0.76 1.72 0.12 0.15
H 2.29593 1.76159 -1.34384 0.45 0.26 -0.11 0.14
H -3.88036 -1.24078 0.53679 -0.12 -0.42 0.66 0.09
H -2.77566 -1.93082 1.83534 -0.07 1.32 -0.56 0.11
H -2.42858 -1.92086 0.11708 1.05 1.03 0.04 0.09
H -0.60774 2.62142 0.88704 -0.11 -0.06 0.07 0.12
H 2.33729 0.09962 1.02580 -0.79 -0.87 1.68 0.05
H 3.50881 1.14805 0.61652 -0.68 -0.68 -0.29 0.10
```
Forces are in eV/Å.

=====

The following is a DFT calculation (ωB97M-V/def2-TZVPD) of a gas-phase ion, C4H9N2OS (charge -1).

Summary:
Charge: -1
SMILES: N[C@H](C[S-])CNC=O
Lowest unoccupied orbital energy (eV): 3.80
HOMO-LUMO gap (eV): 6.6311
Highest occupied orbital energy (eV): -2.8
Energy above the lowest of the compared OMol25 structures with the same formula, charge and spin (kJ/mol): 53.04

```
17
Properties=species:S:1:pos:R:3:forces:R:3:lowdin_charge:R:1
N -0.73277 1.47474 1.17640 0.34 0.21 0.32 0.02
C -0.04003 0.27272 0.69963 -0.68 -0.28 -0.33 -0.50
C 1.11755 -0.09681 1.59646 0.17 0.66 0.39 -0.76
S 1.92588 -1.63186 1.09459 0.14 -0.21 0.00 0.19
C 0.43804 0.36099 -0.76579 0.01 0.15 0.28 -0.21
N 0.09639 -0.82723 -1.53691 -0.40 -0.22 0.36 0.00
C -1.19452 -1.08830 -1.83517 -0.01 0.37 -0.46 -0.40
O -2.10948 -0.28114 -1.81322 -0.08 -0.03 0.01 -0.02
H -0.34100 2.29751 0.73628 -0.16 0.11 0.05 0.05
H -1.72544 1.44264 1.00105 0.01 0.02 -0.31 0.06
H -0.78768 -0.53032 0.70403 0.18 -0.01 0.29 0.12
H 0.75790 -0.08282 2.62271 -0.23 -0.48 0.20 0.04
H 1.79379 0.77982 1.62045 0.17 -0.23 -0.38 0.05
H 1.52017 0.37241 -0.76406 0.31 0.22 -0.03 0.08
H 0.05147 1.28701 -1.19492 -0.13 -0.29 -0.41 0.11
H 0.57863 -1.63371 -1.13032 0.37 0.07 -0.16 0.05
H -1.34890 -2.11566 -2.21121 0.01 -0.06 0.18 0.12
```
Forces are in eV/Å.

=====

The following is a DFT calculation (ωB97M-V/def2-TZVPD) of a gas-phase ion, C4H9N2OS (charge +1) in a non-equilibrium geometry.

Summary:
Charge: +1
SMILES: CO[C@@H]1[NH+]=C(C)NS1
Lowest unoccupied orbital energy (eV): -3.42
HOMO-LUMO gap (eV): 10.0347
Highest occupied orbital energy (eV): -13.5
Energy above the lowest of the compared OMol25 structures with the same formula, charge and spin (kJ/mol): 126.62

```
17
Properties=species:S:1:pos:R:3:forces:R:3:lowdin_charge:R:1
C -3.11131 0.15078 0.13256 -0.24 0.18 -0.02 -0.06
O -1.78086 -0.35146 0.13705 0.33 -0.46 0.17 -0.15
C -0.87890 0.37143 -0.56359 -0.93 0.97 -2.59 -0.57
N 0.38253 -0.32304 -0.60672 0.17 0.05 0.23 0.12
C 1.42107 0.22452 0.01310 -0.24 0.16 -0.07 -0.37
C 2.74799 -0.41920 0.06038 0.26 -0.15 0.02 0.05
N 1.16206 1.40878 0.51299 0.10 -0.11 0.07 -0.20
S -0.42607 2.01186 0.24411 -0.14 -0.25 -0.39 1.05
H -3.17466 1.06188 0.73822 -0.01 -0.10 -0.03 0.09
H -3.72721 -0.62948 0.57221 0.01 0.12 -0.04 0.11
H -3.44183 0.36602 -0.88719 0.00 -0.06 0.01 0.10
H -1.23719 0.57449 -1.70145 0.54 -0.26 2.59 0.19
H 0.39168 -1.26671 -0.96723 0.14 0.03 0.00 0.18
H 2.67167 -1.43684 0.43972 -0.06 -0.01 0.07 0.11
H 3.43905 0.14257 0.68124 0.00 0.02 0.03 0.10
H 3.15500 -0.47863 -0.95019 -0.02 0.06 -0.02 0.11
H 1.82808 1.97409 1.02188 0.07 -0.20 -0.05 0.14
```
Forces are in eV/Å.

=====

The following is a DFT calculation (ωB97M-V/def2-TZVPD) of 2 unconnected molecules or ions with the total composition C4H9N2OS in a non-equilibrium geometry.

Summary:
Charge: +1
Lowest unoccupied orbital energy (spin up / spin down) (eV): -4.37 / -4.23
HOMO-LUMO gap (spin up / spin down) (eV): 8.5016 / 7.8362
Highest occupied orbital energy (spin up / spin down) (eV): -12.9 / -12.1
Energy above the lowest of the compared OMol25 structures with the same formula, charge and spin (kJ/mol): 542.28

```
17
Properties=species:S:1:pos:R:3:forces:R:3:lowdin_charge:R:1
C 1.13197 -0.20024 -1.05696 -0.93 -0.62 2.14 -0.36
C -0.65993 -0.09652 0.49081 -3.24 -0.99 1.31 -0.57
C 2.52721 -0.34022 -1.42754 0.79 -2.17 1.82 0.05
C -2.26785 0.76287 2.08838 -1.67 -1.03 -1.10 -0.08
N 0.15044 -0.00664 -1.87008 -0.50 0.60 -2.40 -0.21
N 0.68032 -0.23814 0.22369 1.94 0.27 0.54 0.11
O -0.92640 0.70437 1.57658 0.69 -0.73 -1.74 -0.18
S -1.41328 0.18953 -1.21501 -0.05 -0.06 1.38 1.05
H -1.55138 -1.85139 1.21890 0.99 1.81 -0.86 0.18
H 3.17549 -0.35331 -0.53059 -0.20 0.94 -0.62 0.13
H 2.67487 0.32314 -2.19153 1.23 2.31 -1.49 0.08
H 2.84945 -1.27806 -1.88754 -0.92 -0.46 0.00 0.13
H -2.56550 -0.21725 2.64586 1.03 1.98 -0.17 0.11
H -3.03827 0.70539 1.25108 1.06 0.44 0.57 0.09
H -2.33117 1.79025 2.52431 -0.14 -1.41 0.31 0.12
H 0.26828 0.20405 -2.87936 0.08 -0.45 1.02 0.17
H 1.29576 -0.09784 1.03899 -0.18 -0.45 -0.74 0.20
```
Forces are in eV/Å.

=====

Among the records above, which one has the highest energy above the lowest of the compared OMol25 structures with the same formula, charge and spin?
number 5

=====

The highest energy above the lowest of the compared OMol25 structures with the same formula, charge and spin belongs to which entry?
number 5